Entry P
A cluster of 2 separate species, H3O2PS2 in total. Source: the OMol25 dataset; level of theory: ωB97M-V with the def2-TZVPD basis set.

```
8
Properties=species:S:1:pos:R:3:nbo_charge:R:1
O 1.48121 2.15549 1.34754 -1.018
P 0.29045 1.61330 1.96958 1.538
O 0.33093 2.00317 3.60668 -1.035
H 1.08741 2.48540 4.01741 0.517
S -0.24109 -1.70479 -1.24436 -0.126
S -1.81578 -2.47173 -2.30513 -0.137
H -0.59228 -1.51101 0.04215 0.119
H -2.42739 -1.36740 -3.01197 0.142
```

Results
E_LUMO, eV: -0.4



Entry Q
A structure of composition H3O2PS2. Source: the OMol25 dataset; level of theory: ωB97M-V with the def2-TZVPD basis set.

```
8
Properties=species:S:1:pos:R:3:nbo_charge:R:1
O -0.40401 -0.13160 1.47016 -0.977
O 1.09257 0.81331 -0.04149 -1.016
P -0.41912 0.60092 0.07056 1.464
S -1.07799 3.30006 0.56041 -0.333
S -0.60642 -1.15702 -1.18227 -0.310
H -1.25883 -0.50878 1.50515 0.490
H 1.48802 1.53613 0.38413 0.527
H -1.02352 -0.17227 -2.06142 0.157
```

Results
E_LUMO (spin up / spin down), eV: -2.3 / -2.1



The structure with the greatest stability is entry P.



Entry P
The ion C4H13N2 with charge +1. Source: the OMol25 dataset; level of theory: ωB97M-V with the def2-TZVPD basis set.

```
19
Properties=species:S:1:pos:R:3:nbo_charge:R:1
C 1.27872 -1.34589 1.23826 -0.719
C 0.20105 -0.98039 0.33010 -0.042
N -0.83892 -0.20131 1.38715 -0.717
C 0.90837 0.00075 -0.60722 -0.430
C -0.14386 0.83008 -1.52971 -0.249
N -1.31263 1.51349 -0.97536 -0.904
H 1.23467 -2.29169 1.92973 0.265
H 2.21558 -1.70756 0.53666 0.278
H 1.83046 -0.44379 1.82908 0.253
H -0.49957 -1.54978 -0.27533 0.255
H -1.53521 0.35529 0.91989 0.468
H -1.07387 -0.93667 1.97602 0.425
H -0.12576 0.41471 1.85320 0.431
H 1.58779 -0.59678 -1.38863 0.275
H 1.37751 0.76150 -0.01122 0.214
H 0.59731 1.44084 -2.10663 0.206
H -0.62215 0.30946 -2.32726 0.209
H -1.19813 2.58173 -0.94998 0.389
H -2.19344 1.45017 -1.45667 0.392
```

Results
Net charge: +1
E_LUMO, eV: -3.0



Entry Q
A cluster of 2 separate species, C4H13N2 in total. Source: the OMol25 dataset; level of theory: ωB97M-V with the def2-TZVPD basis set.

```
19
Properties=species:S:1:pos:R:3:nbo_charge:R:1
C 1.33803 -0.72853 1.71545 -0.631
C 0.48101 0.52889 1.64384 -0.219
N -0.30887 0.54268 0.36911 -0.503
C -0.70986 1.86083 -0.19005 -0.418
H 2.02307 -0.75973 0.86850 0.216
H 1.90588 -0.71369 2.64139 0.257
H 0.72341 -1.62841 1.70630 0.229
H -0.21970 0.60218 2.47076 0.230
H 1.13836 1.39838 1.61929 0.222
H -1.09374 -0.11356 0.43670 0.456
H 0.21994 0.04673 -0.35346 0.439
H -1.05655 2.49990 0.61362 0.236
H -1.47833 1.69110 -0.93908 0.241
H 0.14839 2.32391 -0.67159 0.232
C -0.25072 -1.51415 -2.50442 -0.009
N -1.13598 -1.41389 -1.60436 -0.678
H 0.79318 -1.34404 -2.23685 0.156
H -0.46471 -1.73872 -3.54810 0.184
H -2.05282 -1.53987 -2.03703 0.361
```

Results
Net charge: +1
E_LUMO, eV: -2.9



Entry R
The ion C4H13N2 with charge +1. Source: the OMol25 dataset; level of theory: ωB97M-V with the def2-TZVPD basis set.

```
19
Properties=species:S:1:pos:R:3:nbo_charge:R:1
N 2.15449 0.09152 -0.67111 -0.865
C 1.40082 0.42041 0.51761 -0.210
C 0.49340 -0.73033 0.93358 -0.425
C -0.51390 -1.18149 -0.10490 -0.448
C -1.27107 -0.12287 -0.84828 -0.218
N -1.75083 0.98729 0.07056 -0.678
H 1.95594 0.62721 -1.50346 0.369
H 3.15459 0.09867 -0.54620 0.388
H 2.07325 0.63137 1.34488 0.220
H 0.80903 1.33843 0.37563 0.126
H 0.02570 -0.51954 1.90371 0.197
H 1.15366 -1.58037 1.10050 0.249
H -0.00844 -1.80210 -0.84093 0.265
H -1.21103 -1.87056 0.38448 0.228
H -0.67609 0.33165 -1.63487 0.228
H -2.15631 -0.51301 -1.33678 0.236
H -1.88943 0.65007 1.02575 0.446
H -2.64512 1.36425 -0.24667 0.445
H -1.09866 1.77939 0.07651 0.446
```

Results
Net charge: +1
E_LUMO, eV: -3.7



The structure with the greatest stability is entry R.



Entry P
The ion C3H5N2O2 with charge +1. Source: the OMol25 dataset; level of theory: ωB97M-V with the def2-TZVPD basis set.

```
12
Properties=species:S:1:pos:R:3:nbo_charge:R:1
O 0.78000 0.22419 -3.19308 -0.337
C 0.19666 0.41934 -2.22633 0.756
C -0.47434 0.50116 -1.10051 -0.435
N -0.79290 -0.60571 -0.27882 -0.480
C -0.35098 -0.88060 0.95769 0.361
N 0.53602 -0.10751 1.56071 -0.257
O 1.35941 0.83949 0.87786 -0.485
H -1.04807 1.32667 -0.88403 0.257
H -1.26879 -1.40605 -0.60324 0.420
H -0.73642 -1.83453 1.28528 0.257
H 0.79087 -0.24436 2.57497 0.438
H 1.00854 1.76794 1.02950 0.504
```

Results
Net charge: +1
E_LUMO, eV: -4.3



Entry Q
The ion C3H5N2O2 with charge +1. Source: the OMol25 dataset; level of theory: ωB97M-V with the def2-TZVPD basis set.

```
12
Properties=species:S:1:pos:R:3:nbo_charge:R:1
C 0.45699 -1.15990 3.49849 0.526
N 0.26313 -0.60474 2.51734 -0.267
C 0.51111 0.06753 1.36464 0.695
O 1.01894 1.11177 1.27696 -0.406
N -0.13832 -0.68340 0.23176 -0.307
O 0.28178 -0.38827 -1.09824 -0.340
C -0.29555 0.79582 -1.78004 -0.259
H 0.65505 -1.28342 4.59740 0.338
H -0.27874 -1.64244 0.48940 0.385
H -1.16684 0.34276 -2.32936 0.200
H 0.47583 0.91694 -2.51246 0.223
H -0.57005 1.68609 -1.29099 0.211
```

Results
Net charge: +1
E_LUMO (spin up / spin down), eV: -6.5 / -6.5



Entry R
A cluster of 2 separate species, C3H5N2O2 in total. Source: the OMol25 dataset; level of theory: ωB97M-V with the def2-TZVPD basis set.

```
12
Properties=species:S:1:pos:R:3:nbo_charge:R:1
C -0.58853 0.87520 1.41803 0.495
C 0.50340 -1.17449 -0.27923 0.201
C -0.30310 -0.77125 -1.44877 -0.202
N 0.21798 1.38810 0.73047 0.112
N 1.09265 -0.46473 -1.14181 -0.345
O 0.78468 1.60812 -0.30994 -0.408
O -1.06142 0.56970 2.55811 -0.613
H 0.62630 -1.72659 0.62595 0.275
H -1.00747 0.04926 -1.37521 0.227
H -0.51281 -1.48668 -2.23568 0.233
H 1.95807 -0.06158 -1.46721 0.484
H -1.70977 1.19494 2.92529 0.541
```

Results
Net charge: +1
E_LUMO, eV: -4.7



The structure with the greatest stability is entry P.



Entry P
The ion C3H5N2O2 with charge +1. Source: the OMol25 dataset; level of theory: ωB97M-V with the def2-TZVPD basis set.

```
12
Properties=species:S:1:pos:R:3:nbo_charge:R:1
H 2.30923 1.24436 1.04703 0.398
N 1.81467 1.36691 0.14901 -0.563
C 1.43510 0.45698 -0.51062 0.342
O 1.56521 -0.95915 -0.04977 -0.402
C 0.40082 -1.36906 0.15223 0.570
N -0.55067 -0.50218 -0.07856 -0.555
C -1.58196 0.08383 0.37277 0.560
O -2.54784 0.57522 -0.29045 -0.581
H 1.10266 0.68743 -1.56652 0.231
H 0.10545 -2.33765 0.53434 0.237
H -1.62759 0.07243 1.56691 0.217
H -2.42508 0.68089 -1.32637 0.545
```

Results
Net charge: +1
E_LUMO, eV: -5.0



Entry Q
The ion C3H5N2O2 with charge +1. Source: the OMol25 dataset; level of theory: ωB97M-V with the def2-TZVPD basis set.

```
12
Properties=species:S:1:pos:R:3:nbo_charge:R:1
N 1.46201 -0.16377 -0.62564 -0.591
C 1.12188 0.73393 0.23205 0.295
C -0.17847 0.41980 0.96506 0.131
N -0.59349 -0.86873 0.89133 -0.542
C -1.33668 -1.05104 -0.13256 0.414
O -1.65302 0.02611 -0.76713 -0.165
O -1.03401 1.10506 -0.12531 -0.211
H 1.96106 0.03832 -1.49630 0.456
H 1.09294 -1.08231 -0.45892 0.437
H 1.38633 1.73075 0.15895 0.244
H -0.46148 1.07769 1.94060 0.275
H -1.76707 -1.96581 -0.58214 0.256
```

Results
Net charge: +1
E_LUMO, eV: -5.8



The structure with the greatest stability is entry P.



Entry P
The molecule C2HBrN2O. Source: the OMol25 dataset; level of theory: ωB97M-V with the def2-TZVPD basis set.

```
7
Properties=species:S:1:pos:R:3:nbo_charge:R:1
C 0.53880 0.60852 0.00349 -0.209
C -0.76132 0.35351 0.04768 -0.114
N 1.39606 -0.45916 0.04161 -0.142
N -0.42809 -1.74725 -0.00026 0.006
O 0.80236 -1.61104 0.00221 -0.023
Br -2.35018 1.19831 -0.00382 0.224
H 0.80236 1.65710 -0.09091 0.259
```

Results
E_LUMO (spin up / spin down), eV: -0.5 / -0.3



Entry Q
The molecule C2HBrN2O. Source: the OMol25 dataset; level of theory: ωB97M-V with the def2-TZVPD basis set.

```
7
Properties=species:S:1:pos:R:3:nbo_charge:R:1
C 1.03404 0.25478 0.40888 0.267
C -0.00211 -1.00199 -1.01630 0.255
N -0.14877 0.72159 0.43966 -0.293
N -0.83217 -0.03030 -0.40546 -0.267
O 1.15606 -0.76005 -0.44794 -0.426
Br -3.04500 0.21017 -0.15428 0.236
H 1.83795 0.60580 1.17544 0.228
```

Results
E_LUMO, eV: -3.0



The structure with the greatest stability is entry Q.



Entry P
A cluster of 2 separate species, CH4O3S in total. Source: the OMol25 dataset; level of theory: ωB97M-V with the def2-TZVPD basis set.

```
9
Properties=species:S:1:pos:R:3:nbo_charge:R:1
O -0.57547 -0.73929 1.46555 -0.589
C -0.82947 -0.22775 0.45413 0.977
O -1.33373 1.02759 0.31683 -0.732
O -0.65346 -0.76648 -0.75319 -0.683
H -1.35829 1.53477 1.14587 0.509
H -0.95616 -0.07023 -1.50715 0.518
S 2.35579 0.10283 -0.74986 -0.297
H 1.43678 0.32679 0.22801 0.133
H 1.91402 -1.18823 -0.60019 0.164
```

Results
E_LUMO, eV: 0.3



Entry Q
The molecule CH4O3S. Source: the OMol25 dataset; level of theory: ωB97M-V with the def2-TZVPD basis set.

```
9
Properties=species:S:1:pos:R:3:nbo_charge:R:1
C -1.42383 -0.19311 0.16025 -0.783
O 0.42031 -1.87302 -0.59529 -0.933
O 2.34078 0.83982 -0.00713 -0.452
O 0.77634 0.61559 -0.29893 -0.495
S 0.29936 -0.84773 0.35196 1.512
H -1.42225 0.01555 -0.97180 0.248
H -1.48566 0.62845 0.79724 0.225
H -1.99639 -0.93290 0.45907 0.213
H 2.49134 1.74734 0.10462 0.464
```

Results
E_LUMO, eV: -0.2



The structure with the greatest stability is entry P.



Entry P
The molecule C9H10O4. Source: the OMol25 dataset; level of theory: ωB97M-V with the def2-TZVPD basis set.

```
23
Properties=species:S:1:pos:R:3:nbo_charge:R:1
C -2.52237 1.20358 2.16406 -0.635
C -2.66946 1.07141 0.67632 -0.075
O -1.31049 1.06681 0.21544 -0.604
C -0.64346 -0.31344 0.33047 0.817
O -1.26013 -1.21688 0.84498 -0.615
C 0.60275 -0.39398 -0.31985 -0.417
C 1.35830 0.68685 -0.92276 0.454
O 1.06222 1.91713 -0.77072 -0.652
C 2.56574 0.43486 -1.63451 -0.354
C 3.10514 -0.85447 -1.68666 -0.109
C 2.37964 -2.01670 -1.17960 -0.352
C 1.16355 -1.72157 -0.42692 0.432
O 0.61479 -2.77587 0.18307 -0.653
H -2.15995 0.23407 2.55035 0.232
H -1.79799 1.99218 2.36810 0.214
H -3.52264 1.55904 2.60475 0.211
H -3.23118 0.20049 0.35858 0.192
H -3.12672 1.86149 0.12328 0.191
H 0.15416 2.15692 -0.33578 0.536
H 2.93691 1.31089 -2.09830 0.228
H 3.98111 -0.93024 -2.31302 0.217
H 2.50227 -3.08547 -1.38772 0.240
H -0.18219 -2.38709 0.65646 0.503
```

Results
E_LUMO, eV: 0.1



Entry Q
The molecule C9H10O4. Source: the OMol25 dataset; level of theory: ωB97M-V with the def2-TZVPD basis set.

```
23
Properties=species:S:1:pos:R:3:nbo_charge:R:1
C -4.25031 -0.72354 0.94412 -0.246
O -3.71028 -0.55907 -0.30820 -0.520
C -2.43560 -0.15703 -0.44874 0.295
C -1.41716 -0.82370 -1.07112 -0.264
C -0.05542 -0.36615 -1.02294 -0.266
C 0.29528 0.67207 -0.12628 0.307
O 1.58445 1.36082 -0.05509 -0.500
C 2.75220 0.76802 -0.41167 -0.184
C 3.09842 -0.43392 0.42511 0.743
O 2.41475 -0.80398 1.31066 -0.499
O 4.19738 -1.22839 -0.05147 -0.707
C -0.81899 1.51076 0.32235 -0.229
C -2.08772 1.10646 0.16898 -0.243
H -3.88570 0.06660 1.67709 0.178
H -5.30666 -0.94479 0.78259 0.207
H -3.71485 -1.60343 1.31404 0.171
H -1.75774 -1.73288 -1.63069 0.229
H 0.69947 -0.71772 -1.61177 0.212
H 2.79098 0.44915 -1.49089 0.196
H 3.55381 1.48051 -0.43845 0.217
H 4.89028 -0.53232 0.15193 0.472
H -0.69269 2.37409 0.78394 0.213
H -2.95147 1.68788 0.61624 0.217
```

Results
E_LUMO, eV: 0.5



Entry R
The molecule C9H10O4. Source: the OMol25 dataset; level of theory: ωB97M-V with the def2-TZVPD basis set.

```
23
Properties=species:S:1:pos:R:3:nbo_charge:R:1
C 3.52642 -0.93579 -0.01231 -0.266
O 2.24259 -1.63237 -0.20186 -0.503
C 1.06075 -0.96281 -0.05584 0.274
C -0.08911 -1.81563 0.17542 -0.230
C -1.34026 -1.27894 0.05446 -0.143
C -2.57190 -2.13967 -0.00649 0.432
O -3.66860 -1.66134 -0.24464 -0.530
C -1.53367 0.10788 -0.02884 -0.319
C -0.38239 0.91506 0.05378 0.294
O -0.50159 2.24313 0.11824 -0.508
C -1.76595 2.79631 -0.06057 -0.259
C 0.94964 0.38726 0.02595 0.179
O 2.03886 1.24242 -0.17662 -0.684
H 4.21221 -1.83971 -0.05991 0.201
H 3.62586 -0.54114 1.06454 0.181
H 3.72659 -0.08290 -0.68140 0.213
H -0.05967 -2.92447 0.16777 0.228
H -2.37275 -3.25507 0.37048 0.112
H -2.55079 0.40876 -0.04071 0.245
H -2.26230 2.63381 0.91540 0.186
H -2.40302 2.28732 -0.80471 0.193
H -1.58552 3.91459 -0.31408 0.206
H 1.70460 2.13331 -0.25805 0.498
```

Results
E_LUMO, eV: 0.3



The structure with the greatest stability is entry P.



Entry P
The molecule C5H8N2. Source: the OMol25 dataset; level of theory: ωB97M-V with the def2-TZVPD basis set.

```
15
Properties=species:S:1:pos:R:3:nbo_charge:R:1
C 0.37492 -1.01159 -2.12372 -0.625
C 0.33409 -0.51391 -0.71084 -0.078
C 0.51160 -1.22976 0.44871 -0.093
N 0.15570 -0.42503 1.50398 -0.510
C -0.24975 0.79662 1.03802 0.271
N -0.82027 1.73162 1.93553 -0.844
C -0.11581 0.78261 -0.32815 -0.341
H -0.65332 -1.14813 -2.48169 0.213
H 0.85693 -0.29474 -2.79716 0.212
H 0.88583 -1.97421 -2.21874 0.214
H 0.84129 -2.24808 0.60764 0.207
H 0.09178 -0.69430 2.47213 0.415
H -0.21049 2.52047 2.11991 0.370
H -1.67437 2.09975 1.53102 0.373
H -0.32814 1.60866 -0.99662 0.214
```

Results
E_LUMO, eV: 1.0



Entry Q
A structure of composition C5H8N2. Source: the OMol25 dataset; level of theory: ωB97M-V with the def2-TZVPD basis set.

```
15
Properties=species:S:1:pos:R:3:nbo_charge:R:1
C -2.22160 -0.01321 1.05342 -0.392
N -1.03249 -0.29387 0.25237 -0.284
C -0.33324 -1.59746 0.28839 -0.175
C 0.89267 -1.18675 -0.21346 -0.397
C 0.91669 0.22274 -0.37588 0.200
C 2.06068 1.07382 -0.82800 -0.649
N -0.25387 0.77152 -0.10137 -0.304
H -2.81522 -0.92644 1.10872 0.226
H -2.78058 0.79788 0.58449 0.217
H -1.90745 0.28036 2.05648 0.218
H -1.31103 -1.13588 -0.54894 0.422
H 1.71709 -1.85253 -0.43985 0.228
H 2.31130 0.86228 -1.87297 0.229
H 2.95034 0.86530 -0.22578 0.228
H 1.80671 2.13225 -0.73761 0.234
```

Results
E_LUMO, eV: 1.0



The structure with the greatest stability is entry P.